# C3H7B2F2IO6P

A cluster of 2 separate species, C3H7B2F2IO6P in total in a non-equilibrium geometry (ωB97M-V with the def2-TZVPD basis set, the Open Molecules 2025 dataset).

The spin multiplicity is 1. As for the LUMO energy: 0.0682 hartree. The total energy is -39696.5582 eV. The max |F| comes out at 1.43 eV/A. The orbital gap is 8.06 eV. The calculation puts the HOMO energy at -6.20 eV. Its total charge is -1.

Each atom is followed by the atoms it is bonded to, with distances in Å.
Atoms and positions in Å:
1 O 3.708 2.485 0.667  B2 1.388, H7 0.975
2 B 3.207 2.315 -0.617  O1 1.388, O3 1.363, C4 1.545
3 O 3.627 1.260 -1.371  B2 1.363, H8 0.970
4 C 2.104 3.226 -1.199  B2 1.545, P5 1.950, H9 1.083, H10 1.083
5 P 0.384 2.461 -0.689  C4 1.950, I6 2.531, H11 1.401, H12 1.402, H13 1.397
6 I -1.835 1.420 -0.060  P5 2.531
7 H 3.447 1.736 1.234  O1 0.975
8 H 4.477 0.909 -1.064  O3 0.970
9 H 2.181 4.238 -0.821  C4 1.083
10 H 2.130 3.236 -2.282  C4 1.083
11 H -0.201 2.986 -1.849  P5 1.401
12 H 0.937 1.174 -0.625  P5 1.402
13 H 0.374 3.208 0.492  P5 1.397
14 B -2.766 -2.245 1.226  O15 1.492, O20 1.492, F21 1.389, F22 1.386
15 O -1.873 -2.885 0.217  B14 1.492, C16 1.318
16 C -2.135 -4.175 0.157  O15 1.318, O17 1.202, C18 1.534
17 O -1.589 -4.974 -0.555  C16 1.202
18 C -3.257 -4.486 1.157  C16 1.534, O19 1.201, O20 1.318
19 O -3.737 -5.569 1.358  C18 1.201
20 O -3.600 -3.364 1.756  B14 1.492, C18 1.318
21 F -3.568 -1.283 0.626  B14 1.389
22 F -2.016 -1.675 2.243  B14 1.386

Results of the natural (NBO) charge analysis, in e, for atoms 1 through 8: O -0.934; B 1.113; O -0.890; C -1.133; P 0.664; I -0.316; H 0.498; H 0.492